1.
Formula: C4H14NSi
Source: OMol25
Level of theory: wB97M-V/def2-TZVPD

Geometry as XYZ:
```
20
Properties=species:S:1:pos:R:3:forces:R:3:nbo_charge:R:1
C 0.418382 -0.452804 2.812040 -1.200 -0.628 0.863 -0.640
C 1.806429 0.843616 1.108145 0.532 -0.550 0.413 -0.627
C -1.584366 0.378412 -3.114209 -1.090 0.833 -0.479 -0.437
C 0.388295 0.381141 1.509854 0.758 0.752 -0.090 -0.647
N -0.772163 -0.460095 -2.197737 0.687 1.187 1.812 -0.799
Si -0.569668 -0.667023 0.158518 0.783 0.521 0.072 1.243
H -0.491577 -1.001154 3.199073 0.216 1.112 -0.781 0.233
H 1.047599 -1.282216 2.662013 1.399 -0.981 -0.071 0.213
H 0.783987 0.117298 3.696626 -0.136 -0.104 -0.905 0.259
H 2.495640 1.148045 1.903481 -0.813 0.222 0.531 0.243
H 1.766778 1.655967 0.425619 -0.192 0.847 -0.626 0.215
H 2.435998 0.119717 0.652763 0.220 -1.233 -0.772 0.209
H -1.286032 0.226636 -4.164619 -0.078 -0.341 0.428 0.226
H -2.711241 0.230555 -3.051835 1.636 -0.056 0.308 0.239
H -1.352044 1.435710 -2.929728 -0.245 -0.331 0.233 0.224
H -0.897587 -1.429837 -2.391105 0.002 -0.860 -0.264 0.405
H 0.214475 -0.225866 -2.353813 -0.326 -0.350 -0.237 0.406
H -2.010471 -0.472013 0.512754 0.340 -0.791 -0.471 -0.115
H 0.325006 -1.900402 -0.238348 -1.294 0.969 0.530 -0.113
H -0.007441 1.354313 1.800508 -1.198 -0.219 -0.495 0.263
```
Forces are in eV/Å.

orbital gap	10.236	eV
HOMO energy	-0.545	Eh
charge	+1
lowest unoccupied orbital energy	-4.6	eV

***

2.
Formula: C4H14O2
Source: OMol25
Level of theory: wB97M-V/def2-TZVPD

Geometry as XYZ:
```
20
Properties=species:S:1:pos:R:3:forces:R:3:nbo_charge:R:1
C 0.199812 0.243604 1.571378 -0.055 -0.049 2.436 -0.613
C 0.717834 2.005276 -0.743698 -1.739 -2.757 0.112 -0.622
C 1.457919 0.663020 -0.526996 3.718 0.489 -1.380 -0.396
C 1.545258 -0.012736 0.867802 -0.609 2.448 0.815 -0.405
H -0.115856 1.354234 1.784547 0.939 -2.164 -0.653 0.216
H 0.079665 -0.330658 2.564976 0.478 0.963 -1.312 0.206
H -0.490311 -0.225452 0.940533 -1.815 -0.252 -0.877 0.196
H -0.328264 1.756567 -0.555712 -0.269 0.192 0.399 0.206
H 0.605166 2.387083 -1.732583 0.913 0.029 -1.021 0.218
H 0.939683 2.779325 -0.092433 0.877 1.406 1.316 0.208
H 2.542497 0.729191 -0.983218 -1.561 0.269 1.148 0.196
H 1.133178 -0.082889 -1.229119 -1.043 -0.388 -0.309 0.184
H 1.825531 -1.050533 0.750598 -0.344 -0.321 0.047 0.210
H 2.264645 0.425288 1.572402 0.490 0.112 -0.735 0.196
H -0.879382 -1.311383 -1.479410 -1.585 -2.368 0.000 0.483
H -1.176862 -2.577284 -2.362054 -0.056 0.087 0.273 0.473
O -1.421639 -2.190732 -1.507479 1.677 2.172 -0.376 -0.957
H -2.505775 -1.710365 0.955330 0.431 -0.111 0.529 0.463
H -3.304091 -1.708291 -0.255084 -0.394 -0.640 -1.432 0.474
O -3.089008 -1.143266 0.460221 -0.053 0.883 1.019 -0.935
```
Forces are in eV/Å.

orbital gap	11.237	eV
HOMO energy	-0.392	Eh
SMILES string	CCCC.O.O
lowest unoccupied orbital energy	0.6	eV

***

3.
Formula: C4H14O2
Source: OMol25
Level of theory: wB97M-V/def2-TZVPD

Geometry as XYZ:
```
20
Properties=species:S:1:pos:R:3:forces:R:3:nbo_charge:R:1
C 0.801194 0.976606 -1.455664 0.359 0.565 0.979 -0.608
C 2.272077 -0.963077 1.566448 -1.879 -0.306 0.265 -0.615
C 1.311877 -0.033656 0.831857 0.482 1.137 -1.356 -0.392
C 1.571046 -0.117472 -0.694942 -1.684 -0.136 -0.113 -0.387
H -0.283323 0.922038 -1.532204 -0.074 -0.864 -0.175 0.197
H 1.233057 1.170694 -2.434047 -0.097 0.135 -0.022 0.214
H 0.897473 1.839878 -0.793981 0.330 0.609 -0.509 0.192
H 2.391897 -0.723628 2.622355 0.600 0.370 -0.164 0.215
H 3.161897 -1.066125 0.958663 0.434 -0.078 0.496 0.210
H 1.733249 -1.916150 1.621897 0.483 -0.264 -0.278 0.206
H 1.493340 1.043136 0.939294 0.376 -0.120 0.933 0.186
H 0.254041 -0.115724 1.088529 0.020 -0.529 0.014 0.192
H 2.630014 0.075834 -0.827776 0.200 -0.222 -0.230 0.195
H 1.277954 -1.075347 -1.127993 0.434 -0.298 0.159 0.195
H -2.772711 -1.560834 0.988388 -0.115 -0.217 -0.363 0.472
H -3.796988 -2.577124 0.352658 0.314 0.168 -0.189 0.474
O -3.584942 -2.055916 1.129403 -0.202 0.047 0.558 -0.946
H -4.064495 2.629922 -1.063109 -0.141 0.178 0.022 0.468
H -2.805497 1.794858 -0.935237 -0.106 -0.040 -0.050 0.465
O -3.721168 1.752095 -1.234541 0.267 -0.133 0.023 -0.933
```
Forces are in eV/Å.

orbital gap	11.834	eV
HOMO energy	-0.414	Eh
SMILES string	CCCC.O.O
lowest unoccupied orbital energy	0.6	eV

***

4.
Formula: C4H14O2S
Source: OMol25
Level of theory: wB97M-V/def2-TZVPD

Geometry as XYZ:
```
21
Properties=species:S:1:pos:R:3:forces:R:3:nbo_charge:R:1
C -1.705029 -1.460703 -1.594448 1.194 -0.047 0.379 -0.618
C -1.592429 -0.997026 -0.127312 -0.375 -0.514 -0.570 -0.403
C -0.187611 -0.667682 0.333448 -0.391 0.173 -0.344 -0.531
S 0.653818 0.452345 -0.820468 0.187 0.316 0.220 0.054
C 1.701689 1.345535 0.388406 0.423 0.245 -1.665 -0.880
H -1.696902 -0.589974 -2.246036 -0.342 -0.001 -0.179 0.206
H -0.797754 -2.015827 -1.872891 -0.233 -0.135 0.072 0.205
H -2.561571 -2.106539 -1.758415 -0.214 0.150 -0.134 0.201
H -1.902760 -1.815436 0.525459 -0.347 0.071 0.058 0.198
H -2.288667 -0.165400 -0.036553 0.029 0.177 0.458 0.192
H 0.364720 -1.597926 0.408442 0.345 0.028 0.169 0.231
H -0.230674 -0.189424 1.308387 0.176 -0.047 0.057 0.223
H 2.032106 0.616514 1.113405 -0.309 0.253 0.759 0.240
H 2.621029 1.657282 -0.121318 -0.128 -0.200 -0.164 0.213
H 1.201189 2.285364 0.621270 -0.040 -0.395 0.955 0.207
H -1.176563 3.971492 -1.646231 -0.015 -0.167 0.170 0.460
H -1.052880 2.677023 -0.833658 0.050 -0.024 -0.038 0.486
O -1.502517 3.536383 -0.848872 0.044 0.031 -0.140 -0.962
H 3.201930 -2.191848 2.104582 0.063 0.062 0.092 0.353
H 2.555945 -1.036277 2.893539 0.155 -0.144 0.019 0.341
O 2.362932 -1.707876 2.209264 -0.272 0.166 -0.172 -1.416
```
Forces are in eV/Å.

orbital gap (alpha / beta)	2.155 / 8.508	eV
2S+1	2
HOMO energy (alpha / beta)	0.029 / -0.204	Eh
charge	-1
lowest unoccupied orbital energy (alpha / beta)	2.9 / 3.0	eV
expectation value of S²	0.75

***

5.
Formula: C4H14O2S
Source: OMol25
Level of theory: wB97M-V/def2-TZVPD

Geometry as XYZ:
```
21
Properties=species:S:1:pos:R:3:forces:R:3:nbo_charge:R:1
C -0.693109 -3.322443 0.638402 -0.362 -4.556 -2.197 -0.614
C 0.418974 -2.441943 0.440653 1.541 2.433 -1.090 -0.407
C 0.144678 -1.084293 1.189277 2.154 -1.491 0.224 -0.410
C 0.327347 0.138352 0.266395 -0.124 -2.623 0.538 -0.559
S 0.341199 1.667034 1.210083 2.480 0.635 -1.411 -0.036
H -0.942012 -3.209094 1.655257 -1.893 -0.252 0.891 0.208
H -0.340699 -4.417509 0.522056 -0.411 1.347 0.406 0.191
H -1.315739 -3.271824 -0.285572 -1.005 0.415 1.699 0.225
H 1.292721 -3.011812 0.747739 0.694 0.827 -0.146 0.203
H 0.391116 -2.197921 -0.634557 0.993 -0.129 0.221 0.191
H -0.733565 -1.373936 1.723020 -1.505 1.378 -0.063 0.202
H 0.830296 -1.002975 2.030154 0.547 0.137 -0.020 0.200
H 1.163099 -0.223477 -0.385722 0.107 1.413 0.887 0.228
H -0.467192 0.029598 -0.418194 -1.251 0.743 -0.801 0.225
H 1.569292 2.104886 0.581147 -1.971 -0.322 1.135 0.148
H -1.354341 -1.190502 -3.146019 -0.135 0.675 0.517 0.475
H -1.397198 0.357383 -2.675527 -0.408 -3.089 0.772 0.482
O -1.539938 -0.627536 -2.366841 0.497 2.374 -1.364 -0.952
H 1.097998 4.351071 -1.204302 -0.361 -0.642 -0.359 0.473
H 0.843338 3.378077 -2.376557 0.342 0.037 -0.948 0.465
O 0.629484 3.535970 -1.470985 0.069 0.690 1.111 -0.938
```
Forces are in eV/Å.

orbital gap	8.820	eV
HOMO energy	-0.310	Eh
SMILES string	CCCCS.O.O
lowest unoccupied orbital energy	0.4	eV

***

6.
Formula: C4H14O2S2
Source: OMol25
Level of theory: wB97M-V/def2-TZVPD

Geometry as XYZ:
```
22
Properties=species:S:1:pos:R:3:forces:R:3:nbo_charge:R:1
C 2.782852 -0.695857 -1.011670 0.970 -3.574 1.148 -0.409
C 1.871562 -1.754363 -1.839696 1.062 0.662 1.954 -0.626
C 1.974734 0.413464 -0.484484 -1.196 1.327 -0.774 -0.527
S 0.618615 -0.162098 0.649364 0.688 0.275 0.722 0.046
S 0.990435 1.000334 2.399014 0.414 -1.229 -1.322 0.099
C 0.182159 2.447471 1.771911 -0.426 -0.582 -1.773 -0.762
H 3.285956 -1.182633 0.024553 -0.985 0.758 -3.150 0.203
H 3.572246 -0.426755 -1.764568 -0.526 0.330 1.182 0.220
H 1.006492 -1.287779 -2.299284 -0.006 0.142 -0.102 0.204
H 2.508638 -2.200165 -2.554933 0.532 -0.247 -1.212 0.210
H 1.562933 -2.616751 -1.255035 -0.357 0.252 0.443 0.218
H 2.570048 1.102155 0.122218 -0.216 0.178 -0.371 0.237
H 1.493095 0.886477 -1.395740 0.347 0.106 1.320 0.209
H -0.849695 2.274594 1.913098 -1.336 -0.024 -0.122 0.228
H 0.418647 3.293477 2.319096 0.832 1.708 1.115 0.221
H 0.355357 2.609925 0.683710 0.169 -0.095 0.918 0.228
H -5.400685 -0.568955 -1.187329 0.922 1.983 0.088 0.467
H -6.733818 -1.175453 -1.692254 1.442 -0.114 0.697 0.472
O -5.863365 -1.366299 -1.253291 -2.360 -1.869 -0.780 -0.939
H -2.235952 -0.627150 1.634420 0.979 -1.501 -1.681 0.472
H -1.668892 0.098312 2.890888 -0.035 -0.376 -0.505 0.477
O -2.441354 -0.061950 2.330019 -0.916 1.889 2.204 -0.950
```
Forces are in eV/Å.

orbital gap	9.451	eV
HOMO energy	-0.332	Eh
SMILES string	CCCSSC.O.O
lowest unoccupied orbital energy	0.4	eV

***

Taking the records one at a time from the top gives energy above the lowest of the compared OMol25 structures with the same formula, charge and spin values of 198.65; 132.04; 84.49; 17.72; 238.76; 112.29 kJ/mol.